{"formula": "C18H19FIN2O2", "method": "ωB97M-V with the def2-TZVPD basis set", "spin_multiplicity": 1, "total_charge": 1, "e_above_lowest_kj_mol": 196.8, "elements": ["C", "C", "C", "C", "C", "C", "C", "O", "I", "C", "O", "C", "C", "C", "C", "N", "N", "H", "H", "H", "H", "H", "H", "H", "H", "H", "H", "H", "H", "H", "H", "F", "C", "C", "C", "C", "C", "C", "H", "H", "H", "H", "H"], "coordinates": [[-4.15956, -4.18603, 0.57521], [-3.65110, -3.13675, 0.18934], [-2.85283, -1.80307, 0.01846], [-3.47557, -0.59619, 0.63675], [-2.69064, 0.67579, 0.52081], [-3.15496, 2.05744, 1.09122], [-3.71543, 1.85935, 2.58765], [-3.40967, 0.91673, 3.28524], [-5.06556, 3.37667, 3.36461], [-1.41160, 0.42992, -0.21083], [-0.53599, 1.50535, -0.37024], [0.78880, 1.20726, 0.17740], [0.79193, 0.55512, 1.62225], [0.14211, 1.47796, 2.75674], [0.82779, 2.93019, 2.83454], [-1.06858, -0.78370, -0.72670], [-1.69442, -1.95084, -0.67925], [-4.31443, -5.20870, 1.02605], [-4.47022, -0.67029, 1.15242], [-3.96098, 2.57994, 0.49628], [-2.23658, 2.72788, 1.21541], [1.41506, 2.14759, 0.20856], [1.33271, 0.48491, -0.53886], [1.89308, 0.44239, 1.91514], [0.36435, -0.49794, 1.66599], [-0.98062, 1.55948, 2.65233], [0.32955, 0.99152, 3.77064], [1.79348, 2.92518, 2.23902], [0.12393, 3.74390, 2.47140], [1.06028, 3.16580, 3.92387], [-0.16912, -0.82057, -1.24428], [3.30061, 0.13897, -1.09084], [3.40735, -0.68310, -2.15435], [2.90543, -1.97084, -2.06809], [3.00984, -2.81797, -3.16593], [3.62375, -2.37018, -4.33072], [4.12822, -1.07557, -4.40224], [4.01467, -0.22451, -3.30954], [2.43794, -2.30469, -1.14800], [2.61409, -3.82571, -3.11283], [3.70890, -3.03268, -5.18486], [4.61007, -0.72950, -5.30934], [4.39393, 0.78948, -3.35044]], "forces_ev_per_a": [[1.57, 0.68, 0.04], [0.66, 0.50, 0.78], [-2.33, -2.65, 0.28], [3.18, 1.90, -1.32], [-0.74, -3.63, -0.89], [0.47, -0.24, 0.90], [0.70, -1.53, 0.47], [-0.60, 1.89, -1.61], [0.59, -0.45, -0.52], [-0.67, 1.88, 0.84], [-1.41, -2.26, 0.76], [2.08, -1.47, 0.36], [0.24, 0.60, 0.67], [0.51, 0.09, 0.34], [-0.40, -0.38, 0.28], [1.12, 1.81, -0.24], [-2.73, 1.81, 2.06], [-0.21, 1.81, -1.00], [1.28, 0.01, -0.60], [1.08, -0.72, 0.39], [-1.33, -0.73, -0.39], [-1.23, -0.87, -0.30], [-0.89, 1.28, 1.06], [-1.39, 0.12, -0.63], [0.36, 1.28, -0.24], [1.29, -0.15, 0.06], [-0.36, 0.35, -1.46], [-1.15, 0.25, 0.79], [1.03, -0.95, 0.22], [-0.19, -0.25, -1.51], [-0.69, 0.09, 0.43], [0.15, 0.12, 0.19], [0.13, -0.58, -0.77], [-0.22, 0.08, 0.23], [0.09, 0.19, -0.16], [-0.01, -0.06, -0.03], [-0.14, -0.16, 0.18], [0.07, 0.28, 0.04], [0.09, -0.02, 0.02], [0.05, 0.08, 0.04], [0.00, 0.06, 0.09], [-0.05, 0.01, 0.10], [0.01, -0.05, 0.04]]}

---

{"formula": "C18H19FN6", "method": "ωB97M-V with the def2-TZVPD basis set", "smiles": "CNc1nc(N)nc2nc(-c3c(F)cccc3N3CCCC3)ccc12", "spin_multiplicity": 1, "e_above_lowest_kj_mol": 287.8, "elements": ["C", "N", "C", "N", "C", "N", "N", "C", "N", "C", "C", "C", "F", "C", "C", "C", "C", "N", "C", "C", "C", "C", "C", "C", "C", "H", "H", "H", "H", "H", "H", "H", "H", "H", "H", "H", "H", "H", "H", "H", "H", "H", "H", "H"], "coordinates": [[-0.47634, -4.66020, -1.12272], [0.48112, -4.17876, -2.06740], [0.85485, -2.95232, -2.26572], [0.99457, -2.93803, -3.58259], [1.52607, -1.77609, -3.90705], [2.43702, -1.78631, -4.81188], [1.51749, -0.66530, -3.32085], [1.20798, -0.69073, -2.08229], [1.24254, 0.43468, -1.42318], [0.96844, 0.47021, -0.13089], [1.11340, 1.62254, 0.70058], [2.32199, 2.32895, 0.75982], [3.35025, 1.81889, -0.00112], [2.50042, 3.43068, 1.57546], [1.51807, 3.82208, 2.40771], [0.37089, 3.09238, 2.39317], [0.03256, 2.05428, 1.50635], [-1.20596, 1.48246, 1.55293], [-1.78647, 1.05742, 2.81252], [-3.25069, 1.53054, 2.61423], [-3.43090, 1.55985, 1.17101], [-2.14608, 1.83352, 0.44924], [0.74741, -0.66695, 0.53819], [0.70212, -1.99119, -0.04092], [0.92509, -1.90126, -1.42954], [-1.05039, -5.46635, -1.66985], [0.03779, -5.14324, -0.21049], [-1.17435, -3.87047, -0.96585], [0.52369, -4.64887, -3.02915], [2.61831, -2.61086, -5.29653], [2.97430, -0.95735, -4.98368], [3.42175, 3.92779, 1.66818], [1.83291, 4.69019, 3.03153], [-0.44005, 3.33827, 3.03429], [-1.35012, 1.57405, 3.70823], [-1.70183, 0.01558, 2.92130], [-3.40487, 2.54362, 2.91366], [-3.91370, 0.78910, 3.10642], [-3.71145, 0.51839, 0.85959], [-4.23119, 2.29656, 0.84430], [-1.95660, 1.24753, -0.55025], [-2.07303, 2.95259, 0.28737], [0.52110, -0.57149, 1.58957], [0.56192, -2.95641, 0.44628]], "forces_ev_per_a": [[0.45, -2.41, -0.03], [-0.52, -4.92, 0.49], [-1.46, -2.65, -3.71], [0.58, 2.08, -0.48], [1.27, -1.34, -1.04], [2.28, 0.13, -3.83], [-0.51, 3.79, -0.20], [-0.94, 0.15, 2.55], [-0.18, 3.27, 0.91], [1.15, -0.93, -2.58], [-0.41, 2.26, 0.18], [-0.07, -0.76, -0.67], [-0.66, 0.81, 0.81], [1.36, -1.28, -1.39], [0.35, 0.88, 0.93], [-2.24, 0.03, 0.19], [3.50, 1.11, 0.84], [0.36, -0.58, -1.36], [-0.88, 2.85, -0.12], [0.62, -1.27, 1.68], [-2.86, -1.56, -3.48], [1.28, 0.73, 0.42], [-1.59, -5.61, 2.58], [0.61, 3.63, -0.73], [-0.07, 0.51, 2.83], [0.57, 0.67, 0.90], [-1.20, 0.96, -1.03], [-0.62, 0.45, 1.04], [-0.26, 0.59, 2.33], [0.40, -1.24, -0.98], [-0.13, 0.03, -0.09], [1.23, 0.36, -0.43], [-1.21, -0.84, -0.11], [-0.50, 0.56, 0.69], [-0.11, -0.57, -0.87], [0.02, -1.55, 0.33], [0.04, 0.55, 1.20], [-0.03, 0.94, -0.13], [-0.33, 0.87, -0.01], [0.72, -1.14, 0.31], [-0.41, 1.09, 1.94], [0.23, -1.13, -0.33], [0.16, -0.17, 0.22], [-0.02, 0.66, 0.20]]}

---

{"formula": "C18H19N2O2", "method": "ωB97M-V with the def2-TZVPD basis set", "smiles": "COc1ccc(C(c2ccc(OC)cc2)n2cc[nH+]c2)cc1", "spin_multiplicity": 1, "total_charge": 1, "e_above_lowest_kj_mol": 0.0, "elements": ["C", "O", "C", "C", "C", "C", "C", "C", "C", "C", "C", "O", "C", "C", "C", "N", "C", "C", "N", "C", "C", "C", "H", "H", "H", "H", "H", "H", "H", "H", "H", "H", "H", "H", "H", "H", "H", "H", "H", "H", "H"], "coordinates": [[1.82026, -5.48570, -1.32841], [2.28083, -4.35570, -2.09717], [1.84120, -3.11823, -1.73331], [2.24514, -2.00909, -2.51869], [1.87012, -0.72796, -2.15558], [1.04123, -0.50333, -1.03397], [0.64350, 0.92742, -0.69026], [-0.79231, 1.24791, -0.33215], [-1.13346, 2.61731, -0.28497], [-2.36123, 3.04368, 0.19408], [-3.29300, 2.08858, 0.65895], [-4.32396, 2.51385, 1.44288], [-5.09555, 1.51315, 2.13858], [-3.04449, 0.73067, 0.39898], [-1.80060, 0.31514, -0.05832], [1.52795, 1.47704, 0.35088], [2.93970, 1.51575, 0.33523], [3.35228, 2.09027, 1.47678], [2.20974, 2.45384, 2.17499], [1.13426, 2.07258, 1.47431], [0.60892, -1.59697, -0.28402], [1.02356, -2.88785, -0.60315], [2.34612, -6.35133, -1.73257], [2.06560, -5.36394, -0.26883], [0.73558, -5.62596, -1.44500], [2.86311, -2.16641, -3.39541], [2.11076, 0.12338, -2.80526], [0.82022, 1.48283, -1.62630], [-0.41884, 3.35807, -0.65489], [-2.57568, 4.10244, 0.29753], [-5.82858, 2.05633, 2.73356], [-5.61242, 0.85148, 1.43547], [-4.45304, 0.92267, 2.80135], [-3.79160, -0.01985, 0.61769], [-1.68217, -0.75309, -0.25880], [3.51727, 1.19323, -0.51206], [4.34368, 2.27515, 1.88038], [2.17786, 2.89451, 3.10066], [0.13113, 2.31193, 1.78863], [-0.14642, -1.49104, 0.49706], [0.70332, -3.72278, 0.02113]], "forces_ev_per_a": [[0.02, 0.28, -0.25], [-0.37, 0.41, 0.28], [-0.03, 0.22, 0.45], [-0.01, -0.50, 0.38], [-0.73, 0.10, 0.27], [-0.09, -0.01, 0.06], [-0.53, -0.55, -1.62], [-0.56, 0.03, 0.05], [-0.32, -0.38, -0.23], [-0.16, -0.25, 0.38], [0.24, -0.37, 0.60], [0.13, -0.22, -0.54], [0.15, 0.20, -0.29], [-0.03, 0.46, 0.28], [0.15, 0.15, -0.48], [1.24, 0.92, 1.04], [-0.83, -0.23, -0.44], [0.06, 0.40, 0.68], [0.04, -0.24, 0.09], [0.34, 0.21, 0.37], [0.06, -0.21, -0.22], [0.29, -0.25, -0.47], [-0.08, 0.18, 0.05], [0.04, -0.05, -0.14], [0.27, 0.09, 0.01], [-0.09, -0.11, 0.07], [0.14, -0.39, 0.29], [0.36, 0.16, 0.48], [-0.15, -0.15, 0.24], [-0.07, -0.14, -0.04], [0.12, 0.00, -0.14], [0.03, 0.14, 0.12], [-0.03, 0.07, -0.14], [0.04, 0.06, 0.03], [0.07, 0.58, 0.14], [-0.11, -0.29, 0.03], [-0.33, -0.03, -0.29], [0.00, -0.31, -0.73], [-0.01, -0.34, -0.16], [0.74, 0.06, 0.05], [0.00, 0.32, -0.27]]}

---

{"formula": "C18H19N3O5S", "method": "ωB97M-V with the def2-TZVPD basis set", "smiles": "COc1ccc(CCNC(=O)Cn2c(=O)[nH]c3ccsc3c2=O)cc1OC", "spin_multiplicity": 1, "e_above_lowest_kj_mol": 41.2, "elements": ["C", "O", "C", "C", "C", "C", "C", "C", "N", "C", "O", "C", "N", "C", "O", "N", "C", "C", "C", "S", "C", "C", "O", "C", "C", "O", "C", "H", "H", "H", "H", "H", "H", "H", "H", "H", "H", "H", "H", "H", "H", "H", "H", "H", "H", "H"], "coordinates": [[3.24508, -3.09003, 0.73026], [2.02210, -2.39763, 0.89601], [2.03020, -1.05729, 0.56402], [1.60116, -0.14910, 1.51748], [1.50332, 1.19940, 1.22356], [1.88217, 1.67356, -0.02247], [1.79933, 3.14334, -0.33494], [1.12766, 3.43167, -1.68936], [-0.04970, 2.61639, -1.88585], [-1.18428, 2.84626, -1.19804], [-1.39123, 3.83660, -0.53563], [-2.22263, 1.72260, -1.37329], [-1.84737, 0.52074, -0.63586], [-0.97541, -0.35750, -1.23869], [-0.46947, -0.13474, -2.32711], [-0.70920, -1.51999, -0.57241], [-1.16712, -1.76521, 0.69346], [-0.89832, -2.88447, 1.50910], [-1.52908, -2.78129, 2.70989], [-2.46448, -1.35114, 2.87877], [-2.00417, -0.84646, 1.29256], [-2.43620, 0.35940, 0.63640], [-3.22506, 1.16383, 1.07034], [2.31085, 0.76449, -0.98343], [2.35609, -0.59690, -0.72448], [2.66786, -1.54443, -1.66061], [2.73961, -1.14651, -3.01176], [3.06694, -4.09741, 1.10344], [3.54755, -3.13303, -0.31799], [4.04063, -2.62062, 1.31760], [1.32500, -0.52572, 2.49039], [1.13876, 1.88448, 1.97345], [2.80079, 3.58150, -0.33861], [1.21880, 3.63347, 0.44726], [0.82137, 4.48051, -1.71304], [1.80984, 3.24456, -2.51984], [0.06415, 1.70576, -2.31529], [-2.32029, 1.46795, -2.43065], [-3.17305, 2.06722, -0.96114], [-0.02757, -2.14137, -0.98770], [-0.25531, -3.69415, 1.22249], [-1.49539, -3.48084, 3.52157], [2.59374, 1.12733, -1.95787], [3.59394, -0.48749, -3.19400], [1.81256, -0.65505, -3.32078], [2.87238, -2.06660, -3.57918]], "forces_ev_per_a": [[0.35, -0.20, -0.07], [-0.35, 0.40, -0.28], [0.18, 0.03, 0.09], [0.11, -0.31, -0.14], [0.04, 0.09, -0.12], [0.00, 0.03, 0.16], [-0.04, 0.06, -0.17], [-0.06, 0.16, 0.28], [0.39, 0.00, -0.32], [-0.32, -0.54, -0.41], [-0.07, 0.38, 0.35], [-0.16, 0.39, -0.06], [-0.11, 0.16, 0.02], [0.13, -0.30, -0.05], [0.02, -0.03, -0.37], [0.09, -0.30, -0.08], [-0.70, 0.69, 0.41], [0.00, -0.13, 0.14], [-0.20, 0.38, -0.12], [0.22, -0.07, -0.35], [0.23, -0.58, 0.28], [0.03, -0.21, 0.03], [-0.05, 0.08, 0.15], [0.11, -0.15, 0.02], [0.05, -0.12, 0.12], [-0.18, -0.04, 0.52], [-0.02, 0.10, -0.32], [0.07, 0.02, 0.00], [-0.02, -0.02, 0.13], [-0.05, -0.01, 0.00], [-0.04, -0.09, 0.11], [-0.04, 0.11, 0.08], [-0.01, 0.07, 0.05], [0.05, 0.03, 0.00], [0.14, -0.08, -0.09], [-0.04, 0.04, 0.02], [-0.16, 0.08, 0.08], [-0.01, 0.00, 0.13], [0.23, -0.04, -0.13], [-0.02, 0.21, -0.05], [0.12, -0.17, -0.02], [0.04, -0.17, 0.15], [0.01, 0.01, -0.18], [-0.03, -0.02, 0.02], [0.06, -0.01, 0.01], [0.01, 0.09, -0.01]]}

---

{"formula": "C18H19N4O2S2SeTl", "method": "ωB97M-V with the def2-TZVPD basis set", "spin_multiplicity": 1, "elements": ["Tl", "C", "C", "N", "C", "C", "C", "S", "N", "C", "O", "C", "C", "C", "C", "C", "C", "H", "H", "H", "H", "H", "H", "H", "H", "H", "H", "H", "H", "H", "H", "H", "O", "N", "C", "C", "C", "C", "C", "S", "H", "H", "H", "H", "Se", "C", "N"], "coordinates": [[-0.07173, 0.23059, -0.16947], [1.11648, 4.27472, 4.46696], [-0.15905, 3.48474, 4.74481], [-0.86234, 3.16698, 3.51314], [-2.09102, 3.88765, 3.25866], [-1.86204, 5.33298, 2.82646], [-0.28491, 2.31537, 2.65280], [-0.95367, 2.36424, 1.03351], [0.75251, 1.66077, 3.11551], [1.43210, 0.61893, 2.66244], [1.15917, -0.10257, 1.66933], [2.58424, 0.20823, 3.50444], [3.39896, -0.82296, 3.03734], [4.45808, -1.27958, 3.79654], [4.71681, -0.70766, 5.03276], [3.90939, 0.31428, 5.50714], [2.84610, 0.77278, 4.75169], [1.59213, 4.56084, 5.40077], [0.89781, 5.16981, 3.89178], [1.80201, 3.65942, 3.89312], [-0.83389, 4.06420, 5.37407], [0.08543, 2.55105, 5.25529], [-2.67751, 3.87339, 4.18272], [-2.65436, 3.36464, 2.48426], [-1.41543, 5.91829, 3.62565], [-2.80892, 5.79023, 2.55473], [-1.21169, 5.36169, 1.95831], [3.18124, -1.25527, 2.07161], [5.08082, -2.08264, 3.42890], [5.54564, -1.06266, 5.62676], [4.10842, 0.74928, 6.47574], [2.21249, 1.55837, 5.12939], [0.80596, -1.70151, -1.12782], [0.38620, -2.87539, -0.76785], [1.03668, -3.95063, -1.25155], [0.68960, -5.23325, -0.91177], [-0.36769, -5.43269, -0.02574], [-1.04589, -4.33231, 0.44310], [-0.68261, -3.03906, 0.05923], [-1.61792, -1.71072, 0.62030], [1.84968, -3.71462, -1.92202], [1.23765, -6.06192, -1.33094], [-0.64983, -6.42648, 0.28341], [-1.88026, -4.42774, 1.11788], [2.94396, 3.36500, -2.28444], [1.97719, 2.07698, -1.74023], [1.36590, 1.12684, -1.39192]], "forces_ev_per_a": [[-0.58, -0.58, 1.09], [-0.13, -0.09, 0.07], [0.42, 0.02, 0.34], [0.07, -0.22, -0.02], [-0.41, 0.35, -0.22], [-0.01, -0.22, 0.03], [-0.40, -0.07, -0.66], [-0.01, -0.38, -0.41], [0.35, 0.05, 0.60], [-0.61, -0.01, -0.30], [0.42, -0.03, 0.20], [0.35, -0.31, 0.01], [-0.12, 0.09, -0.06], [0.08, -0.01, 0.05], [0.01, -0.03, -0.02], [0.08, 0.00, 0.07], [-0.07, -0.03, -0.20], [0.08, 0.06, 0.11], [-0.02, 0.15, -0.01], [0.12, 0.04, 0.00], [-0.07, -0.05, -0.03], [-0.08, 0.13, 0.08], [0.03, -0.11, -0.08], [0.05, 0.00, 0.21], [0.07, 0.10, 0.07], [-0.13, 0.08, 0.01], [0.12, 0.05, -0.13], [0.00, -0.02, -0.03], [0.04, -0.02, -0.03], [0.07, -0.03, 0.07], [0.01, 0.05, 0.06], [-0.10, 0.09, -0.02], [0.30, 0.61, -0.38], [-0.49, -0.53, 0.42], [0.35, -0.42, -0.22], [-0.09, 0.14, 0.09], [0.02, 0.22, -0.04], [0.19, -0.22, -0.12], [-0.15, 0.10, 0.04], [0.17, 0.92, -0.30], [-0.04, 0.10, 0.05], [0.08, 0.01, -0.03], [-0.06, -0.08, 0.01], [-0.08, -0.04, 0.06], [0.92, 1.37, -0.53], [-1.07, -1.68, 0.65], [0.32, 0.45, -0.56]]}

---

Q: Which HOMO energy values were calculated for the entries above? A: -11.80, -7.70, -11.27, -8.52, -7.86, in eV.
Q: Which HOMO-LUMO gap values were calculated for the entries above? A: 6.75, 7.85, 8.74, 8.85, 7.13, in eV.